{"formula": "C22H22F5N5O5Pb", "method": "wB97M-V/def2-TZVPD", "elements": ["Pb", "C", "N", "C", "C", "C", "N", "C", "C", "F", "C", "F", "C", "C", "F", "C", "F", "H", "H", "H", "H", "H", "H", "H", "H", "H", "H", "H", "O", "C", "C", "C", "C", "C", "C", "N", "H", "H", "H", "H", "H", "H", "H", "F", "C", "C", "N", "C", "C", "O", "O", "C", "O", "N", "C", "O", "H", "H", "H", "H"], "xyz": [[1.396, -0.542, -0.872], [1.170, 3.230, 0.849], [1.247, 2.814, -0.541], [0.507, 3.740, -1.374], [2.622, 2.693, -1.003], [3.508, 1.800, -0.116], [2.761, 0.727, 0.523], [3.236, 0.286, 1.714], [2.353, -0.136, 2.735], [1.025, 0.042, 2.559], [2.785, -0.653, 3.937], [1.879, -1.028, 4.861], [4.133, -0.763, 4.236], [5.028, -0.318, 3.278], [6.348, -0.415, 3.528], [4.605, 0.196, 2.065], [5.559, 0.577, 1.176], [1.715, 4.168, 1.029], [0.125, 3.378, 1.117], [1.578, 2.447, 1.478], [0.880, 4.772, -1.282], [0.582, 3.461, -2.426], [-0.543, 3.727, -1.080], [2.589, 2.273, -2.014], [3.106, 3.686, -1.066], [4.327, 1.426, -0.747], [3.962, 2.423, 0.661], [4.470, -1.169, 5.173], [0.437, 0.632, -3.168], [-0.960, 0.429, -3.089], [-1.533, 0.825, -1.754], [-2.801, 1.381, -1.665], [-3.317, 1.685, -0.418], [-2.535, 1.443, 0.699], [-1.275, 0.899, 0.524], [-0.786, 0.605, -0.673], [0.621, 1.549, -2.929], [-1.122, -0.645, -3.232], [-1.466, 0.975, -3.898], [-3.384, 1.551, -2.557], [-4.316, 2.085, -0.328], [-2.893, 1.657, 1.693], [-0.641, 0.671, 1.362], [-3.707, -6.415, -1.800], [-3.639, -5.129, -1.416], [-2.816, -4.764, -0.412], [-2.766, -3.487, 0.051], [-1.732, -3.070, 0.968], [-0.597, -2.393, 0.164], [-0.710, -2.325, -1.061], [0.365, -1.937, 0.827], [-3.479, -2.474, -0.561], [-3.434, -1.319, -0.202], [-4.295, -2.885, -1.587], [-4.466, -4.161, -2.118], [-5.213, -4.355, -3.044], [-2.179, -5.484, 0.081], [-1.347, -3.917, 1.530], [-2.140, -2.321, 1.652], [-4.828, -2.151, -2.040]], "forces_ev_per_a": [[0.2, -0.4, 0.2], [0.0, 0.0, 0.0], [0.2, 0.0, -0.1], [0.0, 0.0, 0.2], [0.0, -0.1, 0.2], [0.0, 0.1, -0.1], [-0.4, 0.0, -0.2], [0.4, -0.3, 0.6], [0.0, 0.1, 0.0], [0.1, 0.0, 0.0], [0.2, 0.0, 0.1], [0.1, 0.1, -0.2], [-0.1, 0.1, -0.3], [-0.1, 0.0, 0.1], [-0.2, 0.1, -0.1], [0.0, 0.0, 0.0], [-0.2, -0.2, 0.1], [0.0, 0.1, 0.0], [-0.1, 0.1, 0.0], [0.0, 0.0, 0.1], [0.0, 0.0, -0.1], [0.0, 0.0, -0.1], [-0.1, 0.0, -0.1], [0.0, 0.1, -0.1], [0.0, -0.1, -0.1], [0.0, 0.2, 0.1], [0.0, 0.0, -0.1], [0.0, -0.1, 0.1], [0.3, 0.2, 0.0], [-0.3, -0.2, -0.2], [-0.3, 0.2, -0.2], [0.1, -0.1, 0.1], [0.2, -0.1, 0.0], [0.0, 0.1, -0.1], [-0.3, 0.1, 0.2], [0.1, -0.2, -0.2], [0.0, 0.1, -0.1], [0.0, 0.1, 0.0], [0.0, -0.1, 0.2], [0.0, 0.0, -0.1], [-0.1, 0.1, 0.1], [0.0, 0.0, 0.1], [0.1, 0.0, 0.2], [0.0, 0.2, 0.0], [0.4, -0.3, 0.4], [-0.5, -0.6, -0.7], [-0.2, 0.4, 0.2], [0.4, 0.6, -0.2], [-0.5, -0.5, 0.0], [-0.1, 0.0, -0.6], [0.7, 0.6, 0.4], [-0.1, -0.3, 0.1], [0.1, 0.2, 0.1], [-0.2, 0.2, -0.2], [0.2, 0.1, 0.2], [-0.1, -0.2, -0.2], [0.0, 0.0, 0.0], [-0.1, 0.0, 0.0], [0.1, -0.2, 0.0], [0.1, -0.1, 0.1]], "lowdin_charge": [1.5763, -0.0828, -0.2914, -0.1009, -0.2163, -0.2525, -0.2167, -0.2234, -0.1589, 0.0478, -0.2150, 0.0829, 0.0564, -0.2175, 0.0822, -0.1372, 0.0676, 0.0974, 0.0828, 0.0690, 0.0940, 0.0774, 0.0844, 0.1008, 0.1254, 0.1108, 0.1201, 0.1290, -0.1668, -0.1867, -0.2696, -0.0157, -0.0494, -0.0371, -0.1196, 0.0169, 0.0459, 0.1339, 0.1311, 0.1181, 0.1147, 0.1141, 0.1020, 0.0816, -0.1728, 0.0499, -0.0126, -0.0219, -0.7044, -0.0585, -0.1461, -0.4614, 0.0969, 0.2258, -0.4047, 0.1064, 0.1514, 0.1365, 0.1390, 0.1716], "homo_lumo_gap_ev": 7.609, "lumo_ev": 0.15, "total_charge": 0, "e_above_lowest_kj_mol": 48.4}